# 1
The following is a DFT calculation (wB97M-V/def2-TZVPD) of a cluster of 14 separate species, C41H97BrF4N6O15PS13 in total.

Values from the calculation:
HOMO, Eh: -0.350
LUMO energy, eV: -2.92
Net charge: +1
F_max, eV Å⁻¹: 1.61
Multiplicity: 1

Geometry as XYZ:
```
178
C41H97BrF4N6O15PS13 | the Open Molecules 2025 dataset | wB97M-V/def2-TZVPD
C 9.7672 0.6372 0.7220
C 8.2417 0.7654 0.8051
C 7.7045 0.3929 2.1944
C 6.6620 1.3645 2.6976
N 5.5396 1.4815 1.7353
N 4.2976 1.2288 2.2981
C 3.6305 1.9492 3.1542
P 4.2310 3.4980 3.9147
O 5.0220 4.3053 2.9655
N 2.4581 1.4210 3.4248
C 2.4126 0.2936 2.7190
N 1.3316 -0.5122 2.7737
C 0.2540 -0.0284 3.6548
C 0.2902 -0.4003 4.9670
C -0.6890 0.1121 5.7819
C -1.6076 0.9502 5.2101
C -1.5608 1.2502 3.8714
N -0.6097 0.7654 3.0796
C 1.1969 -1.7464 2.1017
F 1.4001 -1.6287 0.7898
F 2.1215 -2.6018 2.6115
C -0.1526 -2.4712 2.3098
F -1.1304 -1.8147 1.7024
F 0.0153 -3.6430 1.6644
N 3.5475 0.1154 2.0084
C 4.1342 -0.8489 1.1086
C 3.8748 -0.7117 -0.3795
O 4.1549 -1.5951 -1.0856
Br 3.1253 0.9163 -1.0452
H 10.0666 0.1692 -0.2014
H 10.2407 1.6008 0.8000
H 10.1495 0.0213 1.5206
H 7.9507 1.7854 0.5990
H 7.8221 0.1128 0.0581
H 8.5142 0.3992 2.9085
H 7.2478 -0.5887 2.1864
H 6.3027 1.0007 3.6529
H 7.0934 2.3412 2.8607
H 5.5074 2.4260 1.3677
H 3.1218 4.1817 4.4000
H 4.9601 3.0652 5.0261
H 1.0589 -1.0469 5.3408
H -0.7134 -0.1168 6.8272
H -2.3782 1.3872 5.8120
H -2.2990 1.8959 3.4415
H -0.3575 -2.7088 3.3458
H 3.9396 -1.8769 1.3539
H 5.1984 -0.6933 1.2061
C 2.5588 2.2429 8.9497
S 2.2408 3.3458 7.5722
O 2.8565 2.6491 6.3829
C 3.3916 4.6300 8.0591
H 1.9571 1.3467 8.8132
H 3.6137 1.9696 8.9757
H 2.2701 2.7430 9.8734
H 4.3956 4.2130 8.1491
H 3.0682 5.0545 9.0077
H 3.3766 5.4034 7.2931
C 3.8071 -0.1369 6.0808
S 3.3382 -1.6045 6.9972
O 3.0083 -1.1510 8.3709
C 4.9694 -2.3522 7.0605
H 2.9251 0.4878 5.9835
H 4.5757 0.4110 6.6247
H 4.1709 -0.4267 5.0894
H 5.6647 -1.6664 7.5440
H 5.3004 -2.5843 6.0479
H 4.8962 -3.2697 7.6396
C -3.1409 -5.2017 3.0440
S -4.5567 -4.1096 2.8772
O -5.5984 -4.5998 3.8120
C -5.0223 -4.6496 1.2293
H -2.7137 -5.0562 4.0335
H -3.4594 -6.2381 2.9309
H -2.3957 -4.9472 2.2895
H -5.2187 -5.7216 1.2358
H -4.2163 -4.4131 0.5342
H -5.9240 -4.1183 0.9337
C 1.9147 -6.4395 5.6910
S 1.5826 -5.0982 4.5474
O 0.1095 -4.9993 4.3813
C 2.2271 -5.9259 3.0903
H 1.5416 -6.1453 6.6692
H 1.4009 -7.3399 5.3558
H 2.9898 -6.6096 5.7443
H 1.6916 -6.8623 2.9368
H 3.2928 -6.1127 3.2228
H 2.0716 -5.2696 2.2372
C 0.5195 7.9391 7.2381
S -0.7982 6.7302 7.1162
O -0.1552 5.3791 7.1387
C -1.2330 7.0935 5.4232
H 0.9666 7.8604 8.2266
H 1.2717 7.7321 6.4751
H 0.1145 8.9409 7.1083
H -0.3660 6.9467 4.7818
H -1.5898 8.1221 5.3595
H -2.0212 6.4138 5.1199
C 5.5023 0.1834 -5.6376
S 5.8182 -0.2391 -3.9227
O 7.1024 0.4067 -3.5351
C 6.1530 -1.9691 -4.2265
H 5.3033 1.2520 -5.6876
H 6.3799 -0.0581 -6.2362
H 4.6359 -0.3743 -5.9928
H 6.9782 -2.0628 -4.9302
H 5.2604 -2.4429 -4.6319
H 6.4205 -2.4341 -3.2795
C -4.5822 -5.4499 -2.6050
S -6.0006 -4.3522 -2.7617
O -7.0345 -4.8406 -1.8113
C -6.4663 -4.8925 -4.4024
H -4.1481 -5.3058 -1.6187
H -4.9093 -6.4837 -2.7153
H -3.8461 -5.1985 -3.3685
H -6.6577 -5.9666 -4.3874
H -5.6685 -4.6549 -5.1034
H -7.3629 -4.3616 -4.6941
C -6.7798 -0.6787 -7.0961
S -8.0837 -1.9105 -7.0481
O -7.4563 -3.1922 -6.6131
C -8.3190 -2.0061 -8.8200
H -6.4533 -0.4973 -6.0744
H -5.9473 -1.0539 -7.6907
H -7.1711 0.2429 -7.5256
H -7.3861 -2.2864 -9.3061
H -8.6621 -1.0443 -9.1972
H -9.0744 -2.7628 -9.0191
C -10.7269 -0.7438 -13.6051
S -10.3424 -1.2652 -11.9318
O -8.8736 -1.0666 -11.7378
C -10.6057 -3.0151 -12.2197
H -10.5854 0.3329 -13.6600
H -10.0566 -1.2412 -14.3060
H -11.7651 -0.9896 -13.8254
H -9.9405 -3.3557 -13.0137
H -11.6473 -3.1781 -12.4872
H -10.3807 -3.5449 -11.2968
C 5.9589 -1.9454 -9.2957
S 5.7511 -3.4521 -8.3419
O 5.0663 -3.0750 -7.0752
C 7.4905 -3.6707 -7.9532
H 4.9725 -1.6077 -9.6048
H 6.4343 -1.1831 -8.6785
H 6.5652 -2.1563 -10.1760
H 7.8627 -2.7915 -7.4269
H 8.0493 -3.8277 -8.8750
H 7.5825 -4.5481 -7.3173
C -1.5813 4.0352 -1.2119
S -1.7476 2.5316 -0.2455
O -2.4725 2.8886 0.9998
C -0.0135 2.3885 0.1905
H -2.5738 4.3268 -1.5472
H -1.1540 4.8242 -0.5927
H -0.9465 3.8404 -2.0759
H 0.3204 3.2861 0.7152
H 0.5639 2.2407 -0.7207
H 0.0916 1.5193 0.8370
C 3.5211 12.3868 6.0149
S 2.4588 10.9407 5.9906
O 1.6896 10.9352 7.2602
C 3.7922 9.7467 6.1720
H 2.8863 13.2674 5.9542
H 4.0900 12.4050 6.9440
H 4.1907 12.3579 5.1557
H 4.3428 9.9517 7.0900
H 4.4533 9.8085 5.3079
H 3.3507 8.7545 6.2222
C -14.4213 -2.9612 -8.7251
S -13.5415 -1.5214 -9.3370
O -13.1306 -1.8235 -10.7333
C -12.0864 -1.7367 -8.3069
H -15.3552 -3.0400 -9.2764
H -13.8190 -3.8546 -8.8889
H -14.6325 -2.8313 -7.6640
H -11.6441 -2.7147 -8.4992
H -12.3674 -1.6457 -7.2582
H -11.3772 -0.9530 -8.5647
```


# 2
The following is a DFT calculation (wB97M-V/def2-TZVPD) of a structure of composition C41H98CdNO18Zn.

Values from the calculation:
HOMO, Eh: -0.295
LUMO energy, eV: -3.84
Net charge: +1
F_max, eV Å⁻¹: 2.55
Multiplicity: 1

Geometry as XYZ:
```
160
C41H98CdNO18Zn | the Open Molecules 2025 dataset | wB97M-V/def2-TZVPD
Zn 1.2048 -0.7565 -2.6603
Cd -1.9217 -0.1143 4.5345
C -0.1237 2.5175 -5.4997
C 0.8652 3.1467 -4.5000
C 0.6909 4.6628 -4.4646
C -0.5578 5.1181 -3.7145
C -0.4964 4.5274 -2.2947
C -0.1594 3.0382 -2.1622
N 0.8402 2.6418 -3.1288
O 1.1690 1.2784 -3.0570
C -1.4862 2.2226 -2.3189
C 0.2404 2.8744 -0.6965
C 2.2718 2.9247 -5.0556
H -1.1604 2.6721 -5.1858
H -0.0210 1.4316 -5.5087
H 0.0230 2.9663 -6.4802
H 0.5796 5.0669 -5.4741
H 1.5713 5.0792 -3.9709
H -1.4541 4.7752 -4.2348
H -0.5563 6.2029 -3.6176
H -1.4834 4.7588 -1.8784
H 0.1594 5.1684 -1.6980
H -1.4244 1.2897 -1.7545
H -1.6629 1.9895 -3.3663
H -2.3206 2.7393 -1.8411
H 1.0810 3.5098 -0.4076
H 0.4232 1.8400 -0.4034
H -0.5615 3.1909 -0.0203
H 2.4776 1.8899 -5.3403
H 3.0561 3.2477 -4.3725
H 2.4014 3.4284 -6.0199
C -1.7319 -0.6913 0.3545
C -0.5863 -0.7227 -0.4418
C 0.7957 -0.4245 0.1164
O 1.8460 -0.5328 -0.5693
C 0.9331 -0.0527 1.4516
C -0.1739 -0.0585 2.3003
C -1.6021 -0.4620 1.7157
O -2.5172 -0.5549 2.5867
O -0.0881 0.0899 3.5653
O -0.7122 -1.0609 -1.6432
H -2.6772 -0.9278 -0.1082
H 1.8872 0.2093 1.8887
C 5.1116 1.8349 -0.1710
C 3.8140 2.2863 -0.8117
O 3.8503 2.0387 -2.2036
H 5.2252 2.0822 0.8840
H 5.9298 2.3682 -0.6654
H 5.2540 0.7699 -0.3624
H 3.6819 3.3627 -0.6396
H 2.9518 1.7559 -0.3907
H 2.9341 1.9060 -2.5184
C 1.4696 3.6924 2.8712
C 2.9281 3.4697 2.5024
O 3.6454 2.9936 3.6513
H 0.8822 4.2242 2.1133
H 1.3624 4.1449 3.8536
H 0.8988 2.7511 2.8464
H 3.3582 4.4301 2.2186
H 3.0599 2.7416 1.6989
H 3.1968 2.1534 3.8634
C -4.0659 -0.8509 -2.6230
C -5.3269 -1.4062 -3.2680
O -6.1716 -0.3447 -3.7261
H -4.2850 -0.2575 -1.7320
H -3.5315 -0.2278 -3.3374
H -3.4393 -1.6753 -2.2694
H -5.9300 -2.0655 -2.6497
H -4.9852 -1.9408 -4.1636
H -5.7543 0.0431 -4.5001
C -2.3950 -3.8631 3.5597
C -2.2684 -3.3182 4.9766
O -1.4303 -2.1324 5.0412
H -1.4385 -4.2012 3.1652
H -2.7750 -3.0803 2.8958
H -3.1598 -4.6352 3.4760
H -1.7092 -4.0503 5.5605
H -3.2640 -3.1515 5.3782
H -0.5320 -2.5158 5.1874
C -4.7352 -3.5192 0.4039
C -5.2725 -2.1816 0.8917
O -6.2798 -2.3569 1.8773
H -5.5937 -4.1384 0.1366
H -4.1858 -4.0237 1.1973
H -4.1079 -3.3900 -0.4768
H -5.7299 -1.6394 0.0547
H -4.4175 -1.6059 1.2678
H -6.7316 -1.5154 1.9841
C 3.9533 0.1972 6.1539
C 2.5355 -0.0083 5.6467
O 2.4699 0.5676 4.3532
H 4.0839 -0.1905 7.1673
H 4.2334 1.2482 6.2153
H 4.6443 -0.3247 5.4917
H 1.8196 0.4642 6.3357
H 2.2875 -1.0737 5.5812
H 1.6187 0.3316 3.9360
C -5.6912 1.1554 5.5368
C -5.0620 0.0173 4.7468
O -3.8658 -0.4399 5.4415
H -4.9354 1.8875 5.8233
H -6.2239 0.8303 6.4308
H -6.4118 1.6884 4.9131
H -4.7867 0.3833 3.7564
H -5.7536 -0.8085 4.5744
H -4.1726 -1.0014 6.1633
C 1.6415 -3.1910 3.0305
C 1.4819 -4.1109 4.2323
O 0.9780 -3.3277 5.3313
H 2.0126 -3.7351 2.1582
H 2.3184 -2.3565 3.2053
H 0.6522 -2.8364 2.7305
H 2.4157 -4.5941 4.5132
H 0.7435 -4.8691 3.9646
H 1.5380 -3.4421 6.1034
C 4.6262 -1.3733 -5.0823
C 3.8625 -0.2825 -4.3243
O 3.2851 -0.8129 -3.1252
H 3.9760 -2.1287 -5.5258
H 5.3785 -1.8367 -4.4442
H 5.1077 -0.8995 -5.9412
H 3.0525 0.0909 -4.9487
H 4.4969 0.5755 -4.1003
H 4.0090 -1.1243 -2.5688
C -4.3050 1.8278 0.3236
C -3.6191 3.0410 0.9231
O -4.1141 3.3103 2.2452
H -3.7815 1.4816 -0.5687
H -5.3537 2.0381 0.1213
H -4.2357 0.9895 1.0266
H -3.8117 3.9037 0.2842
H -2.5434 2.8789 1.0401
H -3.4911 2.9288 2.8626
C 1.4190 -5.0201 -3.5359
C 2.1198 -3.7101 -3.2332
O 1.2829 -2.8934 -2.3964
H 0.4643 -4.8584 -4.0366
H 1.2461 -5.6284 -2.6463
H 2.0319 -5.5863 -4.2417
H 2.2312 -3.1886 -4.1819
H 3.0932 -3.8167 -2.7523
H 0.9523 -3.3972 -1.6475
C -1.6530 -2.2751 -4.8090
C -0.9642 -0.9184 -4.7833
O 0.4341 -1.0742 -4.5069
H -1.2046 -2.9825 -5.5104
H -2.7335 -2.2321 -4.9442
H -1.5531 -2.7989 -3.8496
H -1.5050 -0.2049 -4.1717
H -1.0811 -0.5551 -5.8098
H 0.8223 -1.3812 -5.3316
C 6.3903 -1.0785 2.3337
C 4.8813 -1.0843 2.2360
O 4.4368 -1.3767 0.9063
H 6.7944 -2.0518 2.0578
H 6.6650 -0.9676 3.3875
H 6.8235 -0.2238 1.8213
H 4.4716 -0.1041 2.5059
H 4.4244 -1.7899 2.9410
H 3.5699 -0.9724 0.7925
```


# 3
The following is a DFT calculation (wB97M-V/def2-TZVPD) of a cluster of 10 separate species, C42H100N4O10 in total.

Values from the calculation:
HOMO, Eh: -0.297
LUMO energy, eV: 0.28
Energy above the lowest of the compared OMol25 structures with the same formula, charge and spin, kJ/mol: 389.3
F_max, eV Å⁻¹: 3.27
Multiplicity: 1
SMILES: CC1(C)CCCC(C)(C)N1O.CC1(C)CCCC(C)(C)N1O.CC1(C)CCCC(C)(C)N1O.CC1(C)CCCC(C)(C)N1O.CO.CO.CO.CO.CO.CO

Geometry as XYZ:
```
156
C42H100N4O10 | the Open Molecules 2025 dataset | wB97M-V/def2-TZVPD
C -1.9670 4.3474 -2.9531
O -1.0398 3.4422 -2.4102
H -2.6359 3.9211 -3.7445
H -2.6585 4.7732 -2.1316
H -1.4124 5.2225 -3.3588
H -0.7594 3.6711 -1.5092
C -4.4692 2.0021 -2.2150
O -4.5772 2.1498 -0.8229
H -5.0389 1.1507 -2.5870
H -4.8742 2.9214 -2.6700
H -3.4582 1.8030 -2.4909
H -5.3353 1.6205 -0.5403
C -4.3874 4.2794 1.8233
O -3.6178 3.9847 0.6618
H -3.8392 4.0853 2.7654
H -4.6691 5.2921 1.8206
H -5.2286 3.6715 1.9111
H -4.0920 3.6187 -0.0573
C -2.7802 -0.9010 3.4553
O -2.8878 0.4602 3.7886
H -3.2066 -1.4348 4.2643
H -3.3168 -1.0154 2.5108
H -1.7119 -1.2478 3.4764
H -2.5557 1.0247 3.0359
C 2.3257 -1.3695 -1.9602
O 1.6884 -0.6931 -0.8600
H 2.3489 -0.6489 -2.7580
H 3.3632 -1.5682 -1.6974
H 1.7516 -2.2201 -2.3317
H 2.0043 -1.2114 -0.1181
C -1.3170 0.5325 0.7926
O -2.1554 1.5851 1.2470
H -1.1591 -0.0722 1.6940
H -1.7462 -0.0669 0.0145
H -0.4560 0.9291 0.3245
H -2.7598 1.8326 0.5434
C 2.0351 -0.8144 2.9770
C 2.9369 -1.3892 4.1201
C 2.1505 -2.1791 5.1640
C 1.6967 -3.5436 4.5609
C 2.8131 -4.4105 4.0881
C 3.8088 -3.6439 3.1539
N 4.0652 -2.3110 3.6292
O 4.7687 -1.6572 2.6114
C 5.1630 -4.4447 3.1201
C 3.3259 -3.6215 1.7119
C 3.6525 -0.2001 4.8447
H 1.4806 -0.0342 3.5175
H 1.3554 -1.5605 2.5856
H 2.6471 -0.3067 2.2400
H 2.5761 -2.3360 6.1798
H 1.2858 -1.5721 5.3328
H 1.0366 -3.2916 3.7445
H 1.1940 -4.0757 5.3430
H 2.5690 -5.3081 3.5099
H 3.4090 -4.7282 5.0071
H 5.8939 -3.9868 2.4388
H 5.5638 -4.4051 4.1472
H 5.0288 -5.4909 2.7404
H 4.1126 -3.2327 1.0603
H 2.9845 -4.5927 1.4056
H 2.5120 -2.8711 1.7000
H 2.9234 0.5087 5.2956
H 4.3210 0.4205 4.1534
H 4.3540 -0.6595 5.6199
H 5.6261 -1.3809 2.9313
C -0.4384 -3.1606 0.8532
C -1.1972 -4.2531 0.1052
C -0.3645 -5.5354 0.0131
C -0.0580 -6.2628 1.3928
C -1.4589 -6.6303 1.9768
C -2.3784 -5.4827 2.0870
N -2.4668 -4.7381 0.7523
O -3.4046 -3.7392 0.7484
C -3.7742 -6.0925 2.2738
C -2.0257 -4.5723 3.2420
C -1.6229 -3.8342 -1.3211
H -1.0544 -2.6468 1.5665
H -0.1301 -2.3479 0.1822
H 0.4572 -3.4900 1.4088
H -0.8697 -6.2093 -0.6738
H 0.6200 -5.3110 -0.5213
H 0.5436 -5.5911 2.0716
H 0.5878 -7.1311 1.3356
H -1.2833 -7.0814 2.9499
H -1.8702 -7.4180 1.3380
H -4.5706 -5.3678 2.3568
H -4.0304 -6.8399 1.5547
H -3.6934 -6.5614 3.2364
H -2.4959 -4.9568 4.1188
H -0.9628 -4.5990 3.3235
H -2.2551 -3.4833 3.0282
H -2.1204 -4.7036 -1.7615
H -0.6867 -3.5551 -1.7935
H -2.3856 -3.0579 -1.2816
H -3.1952 -3.0479 1.4473
C -1.3662 0.0181 -3.7510
C -0.6940 0.1907 -5.1053
C -1.6592 -0.0357 -6.3081
C -1.0543 0.3940 -7.6414
C -0.7582 1.8644 -7.6269
C 0.2372 2.3159 -6.4341
N -0.3011 1.7093 -5.1942
O 0.7404 1.8749 -4.2895
C 1.6858 1.9512 -6.7876
C 0.1024 3.8368 -6.2528
C 0.5032 -0.7348 -5.2493
H -1.5411 -1.0753 -3.5444
H -2.2940 0.5595 -3.7752
H -0.8338 0.4337 -2.8931
H -1.8927 -1.0897 -6.3443
H -2.6128 0.4537 -6.0831
H -1.7418 0.0115 -8.4577
H -0.1329 -0.1477 -7.7762
H -1.6649 2.4647 -7.5092
H -0.2280 2.1180 -8.5156
H 2.3767 2.4110 -6.1352
H 1.8155 0.9081 -6.8667
H 1.8988 2.3055 -7.7677
H -0.9098 4.2543 -6.1345
H 0.8235 4.1939 -5.4912
H 0.4984 4.2663 -7.1939
H 0.0336 -1.7185 -5.2317
H 1.2682 -0.5559 -4.5059
H 0.9848 -0.6974 -6.2045
H 0.3066 2.4196 -3.6419
C 0.9408 5.7651 -1.1323
C 1.4708 4.8880 0.0413
C 2.6073 5.6593 0.7107
C 2.8591 5.1813 2.1753
C 1.5405 5.0939 2.9068
C 0.5328 4.0928 2.3148
N 0.3614 4.6735 0.9628
O -0.6371 3.9893 0.2098
C 0.9096 2.6227 2.3734
C -0.8680 4.1896 3.0704
C 2.0116 3.5146 -0.5248
H 1.8006 6.0128 -1.7080
H 0.3729 6.6115 -0.6688
H 0.2125 5.3123 -1.7410
H 3.5049 5.5527 0.0273
H 2.3219 6.7534 0.6479
H 3.5509 5.7805 2.7803
H 3.3625 4.1877 2.1801
H 1.1831 6.1210 3.0411
H 1.6900 4.6804 3.9302
H 2.0167 2.3839 2.5269
H 0.3162 2.1085 3.1237
H 0.7150 2.1476 1.4272
H -1.2377 5.2192 3.0514
H -1.5143 3.4475 2.6952
H -0.6851 3.9997 4.1143
H 2.6559 3.8124 -1.4078
H 1.1827 2.9011 -0.8679
H 2.6875 2.9927 0.1835
H -1.5298 4.3523 0.4105
```


| no. | gap between HOMO and LUMO (eV) |
| --- | --- |
| 1 | 6.6 |
| 2 | 4.2 |
| 3 | 8.4 |